The following is a DFT calculation (ωB97M-V/def2-TZVPD) of a molecular structure, C47H60N3O2S2 at a distorted geometry.

Calculated values
Energy relative to the best compared isomer or geometry (same formula, charge and spin) ... 0.000 eV
LUMO energy ... -3.242 eV
Maximum force ... 3.79 eV/A
Total charge ... +1
HOMO ... -10.3 eV
E_tot ... -79937.117 eV
Molar mass ... 763.1 g mol⁻¹

Structure (XYZ):
```
114
Properties=species:S:1:pos:R:3:lowdin_charge:R:1
C -2.237 -2.582 0.776 -0.08
C -3.591 -2.268 1.419 -0.51
C -4.683 -2.691 0.425 -0.06
C -3.816 -3.109 2.679 -0.03
C -3.641 -0.738 1.730 -0.15
C -4.543 0.062 0.997 -0.09
C -4.521 1.444 1.137 -0.09
C -3.889 2.013 2.235 -0.06
C -3.213 1.203 3.154 -0.07
C -3.035 1.726 4.618 -0.51
C -1.561 1.816 4.974 -0.05
C -3.826 0.846 5.602 -0.03
C -3.594 3.143 4.782 -0.07
C -2.792 -0.071 2.666 -0.10
N -1.537 -0.649 3.099 0.06
C -1.511 -1.380 4.374 -0.09
C -0.062 -1.557 4.683 -0.08
N 0.633 -1.081 3.481 0.04
C 2.061 -1.374 3.490 -0.09
C 2.505 -2.705 3.222 -0.08
C 1.661 -3.982 2.902 -0.52
C 2.381 -4.842 1.841 -0.05
C 0.297 -3.698 2.311 -0.07
C 1.536 -4.841 4.170 -0.03
C 3.875 -2.970 3.262 -0.03
C 4.807 -1.958 3.382 -0.04
C 4.368 -0.699 3.763 -0.04
C 3.016 -0.425 3.981 -0.06
C 2.754 0.848 4.864 -0.50
C 3.960 1.809 4.853 -0.05
C 2.535 0.401 6.315 -0.03
C 1.568 1.679 4.405 -0.05
C -0.257 -0.531 2.568 -0.05
C 0.160 0.552 1.565 -0.17
C 1.680 0.468 1.293 -0.17
C 2.198 -0.718 0.757 -0.01
C 3.529 -0.795 0.364 0.06
C 4.359 0.299 0.692 -0.15
N 5.706 0.046 1.070 -0.31
O 6.301 0.956 1.709 0.05
O 6.217 -1.068 0.828 0.07
C 3.831 1.546 1.047 0.03
C 2.485 1.620 1.366 -0.02
H -1.456 -1.939 1.197 0.04
H -1.959 -3.630 0.934 0.09
H -2.267 -2.381 -0.302 0.06
H -5.682 -2.452 0.811 0.10
H -4.549 -2.224 -0.558 0.09
H -4.642 -3.780 0.280 0.10
H -4.535 -2.623 3.350 0.10
H -4.223 -4.095 2.411 0.09
H -2.887 -3.307 3.221 0.05
H -5.218 -0.384 0.266 0.11
H -5.018 2.073 0.399 0.12
H -3.957 3.092 2.379 0.11
H -1.059 2.526 4.304 0.09
H -1.422 2.157 6.011 0.11
H -1.060 0.854 4.877 0.04
H -4.895 1.080 5.517 0.10
H -3.730 -0.226 5.414 0.07
H -3.516 1.052 6.636 0.10
H -4.662 3.182 4.536 0.09
H -3.484 3.466 5.827 0.10
H -3.052 3.860 4.156 0.09
H -2.033 -0.824 5.159 0.11
H -2.019 -2.343 4.278 0.10
H 0.258 -0.946 5.538 0.11
H 0.212 -2.595 4.901 0.11
H 3.265 -5.352 2.240 0.08
H 1.704 -5.626 1.472 0.09
H 2.684 -4.228 0.981 0.09
H -0.360 -3.154 2.991 0.06
H 0.394 -3.128 1.381 0.08
H -0.213 -4.646 2.077 0.10
H 1.039 -4.310 4.991 0.07
H 0.954 -5.750 3.955 0.10
H 2.528 -5.148 4.525 0.09
H 4.247 -3.988 3.152 0.11
H 5.867 -2.153 3.239 0.12
H 5.135 0.047 3.969 0.11
H 4.275 2.042 3.826 0.08
H 3.689 2.759 5.335 0.10
H 4.814 1.401 5.407 0.09
H 1.682 -0.280 6.408 0.06
H 3.425 -0.119 6.691 0.10
H 2.344 1.276 6.954 0.10
H 0.812 1.038 3.968 0.04
H 1.116 2.215 5.250 0.10
H 1.853 2.416 3.646 0.08
H -0.044 1.420 2.232 0.10
H 1.527 -1.571 0.599 0.13
H 3.966 -1.690 -0.071 0.13
H 4.500 2.401 1.138 0.13
H 2.049 2.592 1.625 0.13
C 2.183 1.026 -3.080 -0.08
C 1.995 2.192 -2.339 -0.05
C 1.037 2.214 -1.323 -0.09
C 0.360 1.048 -0.988 -0.32
C -0.524 0.992 0.300 -0.74
S -2.008 0.252 -0.395 1.02
C -2.374 1.606 -1.536 -0.41
C -2.030 2.929 -0.878 -0.46
S -1.068 2.715 0.617 0.95
C 0.442 -0.071 -1.821 -0.09
C 1.382 -0.095 -2.855 -0.06
H 2.944 0.997 -3.863 0.11
H 2.597 3.088 -2.532 0.12
H 0.875 3.144 -0.758 0.08
H -1.816 1.437 -2.466 0.09
H -3.445 1.551 -1.742 0.09
H -1.475 3.592 -1.548 0.08
H -2.942 3.447 -0.547 0.08
H -0.201 -0.943 -1.652 0.09
H 1.486 -1.000 -3.463 0.11
```

The following is a DFT calculation (ωB97M-V/def2-TZVPD) of 2 unconnected molecules or ions with the total composition C47H61BN3 at a distorted geometry.

Calculated values
Energy relative to the best compared isomer or geometry (same formula, charge and spin) ... 1.036 eV
LUMO energy ... -4.779 eV
Maximum force ... 3.03 eV/A
Total charge ... +1
HOMO ... -10.3 eV
E_tot ... -54865.547 eV
Molar mass ... 678.8 g mol⁻¹

Structure (XYZ):
```
112
Properties=species:S:1:pos:R:3:lowdin_charge:R:1
C -0.127 7.132 18.242 -0.07
C -1.156 7.511 19.293 -0.53
C -0.353 7.855 20.559 -0.08
C -1.890 8.788 18.855 -0.04
C -2.193 6.353 19.510 -0.05
C -2.402 5.949 20.839 -0.03
C -3.466 5.122 21.213 -0.05
C -4.328 4.673 20.228 -0.04
C -4.189 5.084 18.892 -0.08
C -5.466 4.866 18.040 -0.53
C -5.391 5.484 16.661 -0.06
C -6.695 5.481 18.743 -0.04
C -5.662 3.356 17.883 -0.05
C -2.996 5.722 18.481 -0.04
N -2.600 5.722 17.082 0.05
C -2.243 4.692 16.200 -0.11
B -2.627 3.145 16.043 -0.34
H -1.807 2.194 15.469 0.06
N -1.841 5.331 15.027 0.03
C -1.354 4.654 13.845 -0.07
C -2.211 4.430 12.718 -0.05
C -3.431 5.303 12.278 -0.52
C -4.148 4.700 11.065 -0.08
C -2.964 6.682 11.825 -0.04
C -4.486 5.453 13.366 -0.05
C -1.944 3.284 11.973 -0.02
C -0.724 2.641 12.031 -0.06
C 0.186 2.993 12.999 -0.04
C -0.105 4.001 13.922 -0.09
C 0.977 4.152 15.029 -0.52
C 0.751 2.988 15.989 -0.05
C 0.946 5.458 15.792 -0.06
C 2.383 4.124 14.414 -0.06
C -2.064 6.707 15.148 -0.04
C -2.662 6.918 16.333 -0.07
H -0.628 7.021 17.280 0.04
H 0.626 7.929 18.135 0.10
H 0.377 6.196 18.511 0.10
H -0.984 8.269 21.361 0.09
H 0.205 6.983 20.934 0.09
H 0.385 8.632 20.297 0.09
H -2.823 8.921 19.421 0.10
H -1.256 9.675 19.001 0.09
H -2.145 8.751 17.795 0.05
H -1.733 6.288 21.631 0.10
H -3.641 4.854 22.258 0.11
H -5.156 4.019 20.505 0.11
H -6.335 5.296 16.132 0.10
H -4.589 5.032 16.072 0.04
H -5.254 6.571 16.710 0.09
H -6.953 4.980 19.688 0.08
H -6.514 6.546 18.945 0.09
H -7.572 5.426 18.085 0.09
H -5.807 2.857 18.853 0.08
H -6.545 3.147 17.269 0.09
H -4.786 2.912 17.392 0.04
H -2.753 2.628 17.153 0.02
H -3.685 3.058 15.332 0.06
H -4.615 3.743 11.312 0.09
H -4.941 5.377 10.728 0.09
H -3.472 4.564 10.215 0.09
H -2.312 7.158 12.559 0.06
H -2.399 6.596 10.891 0.09
H -3.826 7.334 11.629 0.10
H -4.169 6.131 14.167 0.06
H -5.389 5.883 12.902 0.10
H -4.753 4.479 13.797 0.09
H -2.667 2.905 11.256 0.10
H -0.471 1.851 11.332 0.07
H 1.107 2.433 13.070 0.10
H 0.756 2.029 15.460 0.05
H 1.519 2.951 16.771 0.10
H -0.226 3.076 16.472 0.05
H 1.043 6.324 15.124 0.11
H 0.018 5.534 16.352 0.04
H 1.792 5.482 16.500 0.10
H 2.438 4.857 13.598 0.10
H 3.130 4.416 15.166 0.09
H 2.672 3.142 14.031 0.06
H -1.793 7.442 14.395 0.13
H -3.176 7.816 16.663 0.13
C 4.031 -0.344 14.778 0.01
N 2.735 -0.794 14.285 -0.05
C 1.527 -0.616 14.888 0.08
C 0.506 -1.119 14.031 -0.12
C -0.865 -0.793 14.005 0.15
C -1.584 -0.937 12.748 -0.20
C -1.031 -0.448 11.525 -0.05
C -1.893 0.055 10.530 -0.06
C -3.154 -0.547 10.433 -0.04
C -3.529 -1.516 11.380 -0.06
C -2.814 -1.639 12.579 0.00
C 1.212 -1.859 12.967 -0.12
C 0.825 -2.585 11.851 -0.03
C 1.743 -2.859 10.826 -0.04
C 3.100 -2.499 10.983 -0.05
C 3.547 -1.881 12.164 0.01
C 2.579 -1.541 13.113 -0.16
H 4.651 0.076 13.961 0.11
H 3.870 0.456 15.513 0.10
H 4.595 -1.182 15.238 0.12
H 1.418 -0.135 15.866 0.15
H -1.405 -0.605 14.945 0.15
H 0.043 -0.394 11.372 0.12
H -1.590 0.917 9.917 0.12
H -3.831 -0.233 9.637 0.12
H -4.422 -2.122 11.229 0.11
H -3.121 -2.300 13.388 0.12
H -0.220 -2.891 11.760 0.13
H 1.382 -3.332 9.905 0.12
H 3.801 -2.701 10.164 0.12
H 4.589 -1.622 12.375 0.11
```

Q: Number 2 is which compound?
A: C47H61BN3

Q: What is the energy relative to the best compared isomer or geometry (same formula, charge and spin) in the first record?
A: 0.000 eV

Q: Which value of LUMO energy does entry 1 give?
A: -3.242 eV